17
Properties=species:S:1:pos:R:3:forces:R:3:mulliken_charge:R:1 method="wB97M-V/def2-TZVPD" multiplicity=2 e_homo_ev="-14.7 / -14.8" charge=+1 orbital_gap_ev="9.93 / 6.83" s2=0.763
C -0.90379 1.25803 -1.64156 0.2 -2.7 -2.0 -0.92
C 0.46356 0.74462 -1.19863 -1.8 2.3 0.3 -0.18
C 0.51894 0.32214 0.13431 0.9 -3.1 2.6 0.70
O -0.55459 -0.27793 0.73898 2.1 0.8 -0.8 -0.41
C 1.79800 0.44839 0.99354 -0.8 1.7 -2.4 -0.25
C 3.03389 0.17694 0.49029 0.3 -2.5 0.5 -0.66
H -1.67755 0.74982 -0.99360 0.5 1.7 -0.6 0.30
H -1.12398 0.82566 -2.70341 0.5 0.2 1.4 0.34
H -0.94366 2.31996 -1.98232 0.0 -0.5 1.2 0.35
H 1.37328 1.10840 -1.65377 0.1 -0.3 -0.3 0.40
H -0.88857 -1.00406 0.17181 -0.7 0.6 0.1 0.39
H 1.68172 1.17933 1.80344 0.0 -0.3 -0.1 0.34
H 3.36017 -0.77823 -0.03406 -1.4 1.5 -0.6 0.27
H 3.97112 0.52270 0.88555 -0.2 0.7 0.9 0.30
H -2.80864 -2.19048 1.46861 -0.5 0.0 -1.4 0.35
H -2.82389 -2.59447 -0.06015 0.0 -0.8 -0.1 0.33
O -3.14335 -1.95199 0.56480 0.7 0.6 1.4 -0.66

12
Properties=species:S:1:pos:R:3:forces:R:3:mulliken_charge:R:1 method="wB97M-V/def2-TZVPD" e_homo_ev=-9.2 orbital_gap_ev=10.20 smiles="O=CCC1C=C1"
O -1.18494 -1.54427 -0.67776 0.5 -0.1 0.1 -0.47
C -0.02855 -1.60952 -0.33188 -0.3 0.0 -0.1 0.01
C 0.93194 -0.44196 -0.35058 0.0 0.0 0.0 -0.52
C 0.30033 0.91933 -0.05985 0.2 0.0 -0.2 -0.29
C -1.18279 1.10427 0.01671 0.0 0.1 0.2 -0.29
C -0.55704 1.15481 1.14653 -0.2 0.0 -0.1 -0.44
H 0.39530 -2.58173 -0.00071 0.0 0.1 0.0 0.35
H 1.76982 -0.64965 0.32836 -0.1 0.0 -0.1 0.29
H 1.36477 -0.43509 -1.36330 -0.1 0.0 0.1 0.31
H 0.91235 1.74589 -0.43678 -0.1 -0.1 0.1 0.36
H -2.09745 1.10669 -0.55325 0.1 0.0 0.1 0.35
H -0.58010 1.23975 2.22209 0.0 0.0 -0.2 0.36

16
Properties=species:S:1:pos:R:3:forces:R:3:mulliken_charge:R:1 method="wB97M-V/def2-TZVPD" e_homo_ev=-9.4 orbital_gap_ev=10.21 smiles="CNC(=O)CCO"
C -0.00635 2.60963 -0.94815 -0.7 0.0 0.5 -0.90
N -0.75322 1.43126 -0.52814 -0.2 0.4 -0.1 -0.24
C -0.22494 0.17349 -0.54070 0.7 0.1 0.1 0.54
O 0.77667 -0.08239 -1.18108 -0.2 -0.1 -0.1 -0.61
C -0.88488 -0.82817 0.39444 0.2 0.5 0.0 -0.50
C 0.06793 -1.22763 1.51170 0.8 -0.8 -0.8 -0.45
O 1.02629 -2.14103 0.95268 -0.1 0.3 0.1 -0.51
H -0.61687 3.26817 -1.55893 -0.2 0.1 0.1 0.27
H 0.31398 3.12826 -0.04174 0.2 0.2 -0.2 0.30
H 0.83079 2.33404 -1.53858 0.8 -0.5 -0.3 0.36
H -1.51338 1.64002 0.09142 -0.1 -0.3 0.1 0.23
H -1.12201 -1.73277 -0.16297 -0.3 0.0 0.0 0.27
H -1.75555 -0.35601 0.85438 -0.2 -0.3 -0.1 0.28
H -0.46260 -1.79414 2.25928 -0.5 0.2 0.6 0.32
H 0.59231 -0.36994 1.93603 -0.2 0.1 0.2 0.34
H 1.68422 -2.31792 1.62936 0.1 -0.1 0.0 0.29

72
Properties=species:S:1:pos:R:3:forces:R:3:mulliken_charge:R:1 method="wB97M-V/def2-TZVPD" multiplicity=8 e_homo_ev="-9.7 / -9.8" charge=+1 orbital_gap_ev="5.23 / 7.19" s2=15.906
Gd 0.28908 -0.15412 -0.33064 -0.6 -0.4 1.1 0.92
C -2.47682 1.19346 1.84472 0.1 0.1 -0.1 -1.50
N -1.76154 -0.03714 1.49946 0.0 -0.2 -0.2 0.98
C -2.75254 -0.96146 0.92066 0.0 -0.2 -0.2 -1.45
C -2.20575 -2.31147 0.49113 0.2 0.1 0.0 -0.94
N -0.96839 -2.20628 -0.28057 0.1 1.0 0.3 0.04
C -0.52398 -3.35562 -0.85529 0.4 -0.6 -0.4 0.17
C -1.06230 -4.66533 -0.81411 0.0 0.3 0.1 0.58
F -2.15965 -4.95320 -0.09177 -0.1 0.0 0.0 -0.32
C -0.49973 -5.73146 -1.49393 0.1 0.0 -0.1 -0.15
F -1.07758 -6.92339 -1.40432 -0.1 -0.1 0.0 -0.28
C 0.64282 -5.59696 -2.26645 -0.1 0.1 0.1 0.81
F 1.15747 -6.62932 -2.92619 0.0 -0.1 0.0 -0.31
C 1.22900 -4.34833 -2.31756 0.0 0.0 0.0 -0.37
F 2.33867 -4.12694 -3.02033 0.1 0.0 0.0 -0.28
C 0.65006 -3.31314 -1.62343 -0.2 0.1 0.2 -0.05
F 1.29439 -2.09758 -1.65656 0.0 -0.1 -0.1 -0.13
C -1.14947 -0.59992 2.71430 0.2 0.1 0.0 -0.65
C 0.15411 0.11301 3.04880 -0.1 -0.1 -0.2 -1.19
N 1.14843 -0.15203 2.00963 -0.5 0.3 -0.7 0.31
C 2.28451 -0.82261 2.32381 0.7 -0.3 0.0 0.06
C 3.13847 -1.18167 1.26502 -0.2 0.1 0.1 0.13
F 2.67320 -0.88051 0.00074 0.2 -0.1 0.0 -0.06
C 4.35894 -1.80905 1.34002 -0.1 0.0 0.0 -0.24
F 5.03911 -2.05045 0.22243 0.1 -0.1 0.0 -0.28
C 4.84533 -2.17110 2.58037 -0.2 0.1 0.0 0.73
F 6.02335 -2.77125 2.71410 0.1 0.0 0.0 -0.30
C 4.05453 -1.87400 3.67889 0.1 -0.1 -0.1 -0.09
F 4.48692 -2.20209 4.89051 0.0 0.0 0.1 -0.28
C 2.83194 -1.23436 3.56475 -0.2 0.2 -0.1 0.29
F 2.19941 -1.00074 4.73198 0.0 0.0 0.0 -0.34
H -3.27080 0.99166 2.57255 0.0 0.0 0.0 0.48
H -1.79816 1.92865 2.27554 0.0 0.0 0.0 0.28
H -2.93644 1.61567 0.95094 0.0 0.0 0.0 0.34
H -3.55816 -1.15585 1.64143 -0.1 0.1 0.0 0.35
H -3.18535 -0.46227 0.05034 0.0 0.0 0.0 0.45
H -2.06068 -2.94815 1.36848 0.0 0.0 0.0 0.56
H -2.99461 -2.77448 -0.10495 -0.1 0.0 0.1 0.66
H -1.84963 -0.55307 3.55854 -0.1 0.0 0.0 0.47
H -0.90374 -1.64448 2.52710 0.0 0.0 0.0 0.17
H -0.02289 1.19323 3.11696 0.0 0.0 0.1 0.16
H 0.46553 -0.21525 4.03293 0.0 0.0 0.0 0.64
N 0.40084 0.06736 -2.98934 0.2 0.2 -0.2 -0.38
C 1.00552 1.19492 -3.73457 0.2 0.0 0.1 -0.61
C 2.43047 1.49833 -3.27072 -0.3 0.1 0.1 -0.68
C 2.52194 2.43243 -2.06713 0.0 -0.1 0.0 -0.59
N 2.32109 1.71400 -0.78681 0.2 -0.1 -0.4 -0.34
H 0.82925 -0.78225 -3.34342 0.0 -0.1 0.1 0.25
H -0.57595 0.00535 -3.26355 -0.1 0.0 0.1 0.24
H 0.37741 2.07626 -3.58780 0.0 0.0 0.0 0.21
H 1.02203 0.97788 -4.80468 -0.1 0.0 0.0 0.46
H 2.96909 1.95878 -4.09906 0.0 0.0 0.0 0.37
H 2.94086 0.55806 -3.03597 0.1 0.0 -0.1 0.29
H 1.75876 3.21115 -2.14697 0.0 0.0 0.0 0.21
H 3.49483 2.93072 -2.08031 0.0 0.0 0.0 0.47
H 2.43207 2.39085 -0.03899 -0.1 -0.1 0.1 0.15
H 3.11822 1.09206 -0.68047 0.0 0.0 0.1 0.24
C -1.55213 5.71830 -0.02072 -0.1 0.1 0.1 -1.01
N -1.37610 4.30725 -0.29830 0.1 0.1 0.1 0.07
C -2.14914 3.57489 -1.28701 -0.1 0.0 -0.1 -0.68
C -1.53593 2.18594 -1.16360 -0.1 0.2 0.1 0.07
O -1.85730 1.16317 -1.74425 -0.1 0.0 0.1 -0.64
N -0.54154 2.22834 -0.23760 0.1 0.0 0.1 0.87
C -0.50506 3.46649 0.26549 0.0 -0.1 -0.1 -0.15
N 0.35414 3.77985 1.23981 0.0 -0.1 0.0 -0.31
H -1.60951 6.27391 -0.95592 0.0 0.0 0.0 0.32
H -0.69909 6.09987 0.53607 0.0 0.0 0.0 0.37
H -2.46205 5.90292 0.55177 0.0 0.0 0.0 0.32
H -2.02713 3.98290 -2.29284 0.0 0.0 0.0 0.42
H -3.21565 3.56229 -1.05294 0.0 0.0 0.0 0.37
H 0.83720 2.99950 1.66133 0.0 0.1 0.1 0.09
H 0.27065 4.62788 1.77277 0.0 0.0 0.0 0.24

74
Properties=species:S:1:pos:R:3:forces:R:3:mulliken_charge:R:1 method="wB97M-V/def2-TZVPD" multiplicity=5 e_homo_ev="-13.8 / -13.8" charge=+2 orbital_gap_ev="9.22 / 9.24" s2=6.009
Fe 0.13935 -0.83401 0.07793 0.0 0.0 0.2 0.39
C -1.82430 -3.08142 -1.22315 0.0 -0.1 0.0 -1.13
N -1.21789 -2.91254 0.10655 0.0 0.1 -0.1 0.06
C -2.14999 -2.82742 1.24215 0.0 -0.1 0.1 -1.02
C -1.97097 -1.55191 2.00215 0.1 0.0 0.0 0.55
N -0.87553 -0.83079 1.92723 0.0 0.0 -0.1 -0.35
C -1.03185 0.19160 2.86039 0.0 0.0 0.1 0.68
C -0.16801 1.21700 3.23345 0.0 0.0 0.1 -0.67
C -0.60836 2.10298 4.19587 0.0 0.0 0.0 -0.87
C -1.87572 1.97295 4.78599 0.0 0.0 0.0 -0.54
C -2.73052 0.94308 4.44575 0.0 0.0 0.0 -1.14
C -2.27450 0.05948 3.47718 0.0 0.0 0.0 0.63
N -2.84317 -1.07396 2.90606 0.1 0.0 0.0 0.07
C -1.54061 -1.90863 -2.10955 0.1 0.0 0.0 0.21
N -0.55939 -1.06528 -1.88489 -0.1 0.1 0.0 0.41
C -0.56647 -0.17353 -2.95757 0.0 0.0 -0.1 0.14
C 0.28090 0.89419 -3.24990 0.0 0.0 0.0 -0.34
C 0.02308 1.60620 -4.40452 0.0 0.0 0.0 -0.78
C -1.03919 1.26431 -5.25613 0.0 0.0 0.0 -0.56
C -1.87091 0.19528 -4.98802 0.0 0.0 0.0 -1.09
C -1.60540 -0.51290 -3.82290 0.0 0.0 0.0 0.54
N -2.20703 -1.62832 -3.24550 0.0 0.0 0.0 -0.02
H -2.90055 -3.25945 -1.15850 0.0 0.0 0.0 0.37
H -1.39551 -3.96418 -1.70433 0.0 0.0 0.0 0.46
H -0.59793 -3.69346 0.26857 0.1 0.0 0.0 0.25
H -1.93728 -3.64156 1.94008 -0.1 0.0 0.0 0.37
H -3.18742 -2.95438 0.92526 0.0 0.1 0.0 0.37
H 0.83101 1.29422 2.82011 0.0 0.0 0.0 0.59
H 0.03961 2.90530 4.52146 0.0 0.0 0.0 0.48
H -2.17971 2.68602 5.53970 0.0 0.0 0.0 0.44
H -3.69866 0.83331 4.91461 0.0 0.0 0.0 0.47
H -3.74180 -1.47072 3.12799 0.0 0.0 0.0 0.27
H 1.12573 1.13308 -2.61318 0.0 0.0 0.0 0.56
H 0.65965 2.43830 -4.67186 0.0 0.0 0.0 0.46
H -1.20208 1.84758 -6.15153 0.0 0.0 0.0 0.41
H -2.67804 -0.07314 -5.65536 0.0 0.0 0.0 0.45
H -2.97843 -2.15582 -3.62216 0.0 0.0 0.0 0.24
C 4.95583 1.76658 -0.46076 0.0 0.0 0.0 -0.69
C 3.80205 2.05687 0.47408 0.0 0.0 0.0 -0.65
N 2.80906 0.99081 0.33153 0.0 0.1 0.0 0.34
C 3.12060 -0.30369 0.02998 -0.1 0.0 0.0 0.55
N 2.12253 -1.17415 0.05898 0.0 -0.1 0.0 -0.22
C 2.43396 -2.58938 -0.17569 0.0 0.0 -0.1 -0.50
C 3.57560 -2.74908 -1.16031 0.0 0.0 0.0 -0.79
C 4.76808 -1.97981 -0.63578 0.0 0.0 0.0 -0.63
N 4.38005 -0.60776 -0.30301 0.0 0.0 0.0 0.10
C 5.46652 0.37042 -0.17266 0.0 0.0 0.0 -0.62
H 5.75063 2.49689 -0.32150 0.0 0.0 0.0 0.38
H 4.61965 1.82756 -1.49808 0.0 0.0 0.0 0.29
H 3.32212 3.00401 0.23109 0.0 0.0 0.0 0.38
H 4.15721 2.11069 1.50733 0.0 0.0 0.0 0.35
H 1.97851 1.07244 0.89485 0.0 0.0 0.0 -0.32
H 1.53648 -3.06740 -0.57873 0.0 0.0 0.0 0.08
H 2.66610 -3.08702 0.77103 0.0 0.0 0.0 0.30
H 3.27840 -2.36183 -2.13730 0.0 0.0 0.0 0.28
H 3.83974 -3.79901 -1.28214 0.0 0.0 0.0 0.43
H 5.56195 -1.92447 -1.37962 0.0 0.0 0.0 0.43
H 5.18038 -2.46503 0.25390 0.0 0.0 0.0 0.28
H 6.24439 0.08236 -0.87760 0.0 0.0 0.0 0.39
H 5.89458 0.31235 0.83289 0.0 0.0 0.0 0.26
N -0.58323 1.39750 -0.04924 0.1 0.0 0.0 0.05
C -1.94896 1.64281 0.37228 -0.1 0.1 0.0 -0.10
C -2.22670 2.70945 1.21660 0.0 0.0 0.0 -0.77
C -3.52102 2.92193 1.66403 0.0 0.0 0.0 -0.65
C -4.54922 2.08394 1.25716 0.0 0.0 0.0 -0.63
C -4.27434 1.03277 0.39506 0.0 0.0 0.0 -0.94
C -2.97606 0.80654 -0.04167 0.1 0.0 0.0 0.24
H 0.00044 2.07102 0.43913 0.0 0.0 0.0 0.37
H -0.46881 1.61200 -1.03892 -0.2 0.0 0.0 0.30
H -1.42825 3.36916 1.53523 0.0 0.0 0.0 0.44
H -3.72636 3.75298 2.32531 0.0 0.0 0.0 0.45
H -5.56105 2.26127 1.59502 0.0 0.0 0.0 0.46
H -5.07609 0.39162 0.05103 0.0 0.0 0.0 0.46
H -2.76692 -0.00676 -0.72293 0.0 -0.1 -0.1 0.51

11
Properties=species:S:1:pos:R:3:forces:R:3:mulliken_charge:R:1 method="wB97M-V/def2-TZVPD" e_homo_ev=-1.9 charge=-1 orbital_gap_ev=6.56
C 1.68758 0.62008 -0.48204 0.4 -2.7 0.3 -0.74
C 0.39983 -1.20794 0.44729 1.7 -0.1 -1.7 -0.84
N 0.61462 0.08791 0.15946 -0.8 0.5 1.2 0.36
O -0.32905 0.91395 0.71606 1.4 0.0 -0.5 -0.77
O -2.56453 0.12517 -0.27394 -0.2 1.3 0.8 -0.74
H 1.82227 1.60339 -0.81478 -0.7 1.2 0.0 0.31
H 2.50982 -0.09864 -0.69363 -0.8 0.5 0.2 0.17
H -1.81228 0.46546 0.33592 0.4 -1.1 -0.8 0.39
H 0.90620 -2.01132 -0.09192 0.2 0.6 0.0 0.21
H -0.31741 -1.51339 1.13531 -1.2 0.2 1.0 0.38
H -2.91705 1.01532 -0.43772 -0.3 -0.5 -0.4 0.27